{
  "formula": "C22H42Cl3N2O4SiZn",
  "method": "ωB97M-V/def2-TZVPD",
  "elements": ["C", "C", "H", "H", "H", "C", "C", "H", "H", "H", "H", "Zn", "Cl", "Cl", "H", "H", "C", "C", "N", "H", "C", "O", "H", "H", "H", "H", "H", "H", "C", "C", "N", "H", "C", "O", "H", "H", "H", "H", "O", "C", "C", "C", "H", "C", "H", "C", "H", "C", "C", "H", "H", "H", "Si", "Cl", "C", "C", "C", "H", "H", "H", "H", "H", "H", "H", "H", "H", "C", "C", "O", "H", "H", "H", "H", "H", "H"],
  "xyz": [[4.25, -0.26, 0.23], [3.25, -0.20, 1.34], [5.24, -0.53, 0.62], [4.34, 0.71, -0.27], [3.95, -1.01, -0.52], [3.50, 0.44, 2.49], [4.77, 1.19, 2.74], [2.80, 0.41, 3.32], [5.00, 1.89, 1.91], [5.64, 0.52, 2.85], [4.69, 1.77, 3.66], [0.24, -0.40, -1.80], [0.58, -2.58, -1.74], [-1.35, 1.10, -2.21], [-5.17, -0.57, -1.68], [-4.92, -2.86, -3.62], [-4.32, -0.36, -2.34], [-3.97, -2.34, -3.79], [-3.56, -1.57, -2.63], [-3.65, 0.38, -1.88], [-2.79, -2.13, -1.66], [-2.56, -1.60, -0.57], [-3.19, -3.08, -4.02], [-2.36, -3.10, -1.95], [-4.69, 0.03, -3.29], [-4.10, -1.66, -4.64], [1.82, 2.51, 0.57], [1.97, 2.61, 3.20], [0.92, 3.13, 0.64], [1.11, 3.29, 3.10], [0.31, 2.92, 1.95], [0.21, 2.83, -0.14], [-1.04, 2.74, 2.07], [-1.79, 2.35, 1.17], [0.49, 3.22, 4.00], [-1.40, 2.96, 3.10], [1.20, 4.18, 0.53], [1.49, 4.32, 2.99], [1.19, 0.13, 0.33], [1.86, -0.79, 1.05], [0.42, -0.24, 3.04], [1.09, -1.21, 2.31], [0.36, 0.76, 2.61], [-0.14, -0.55, 4.28], [2.01, -1.69, 0.43], [1.12, -2.53, 2.77], [-0.66, 0.23, 4.83], [-0.03, -1.85, 4.79], [0.58, -2.85, 4.01], [1.61, -3.28, 2.14], [-0.44, -2.07, 5.78], [0.63, -3.87, 4.39], [1.11, 0.45, -4.26], [1.99, 0.81, -2.15], [0.47, 2.09, -4.85], [-0.07, -0.98, -4.55], [2.71, 0.03, -5.16], [-0.48, 2.35, -4.37], [0.32, 2.04, -5.94], [1.19, 2.89, -4.64], [3.41, 0.87, -5.14], [2.49, -0.21, -6.21], [3.20, -0.85, -4.71], [-1.01, -0.90, -3.99], [0.40, -1.94, -4.30], [-0.32, -0.98, -5.62], [-4.43, -1.02, 1.94], [-2.97, -1.02, 2.37], [-2.51, 0.24, 2.84], [-5.06, -0.59, 2.72], [-4.74, -2.05, 1.75], [-4.54, -0.45, 1.01], [-2.81, -1.73, 3.19], [-2.35, -1.34, 1.52], [-2.50, 0.85, 2.06]],
  "mulliken_charge": [-1.857, 0.518, 0.440, 0.196, 0.333, 0.342, -1.758, 0.689, 0.303, 0.409, 0.383, 1.904, -0.732, -0.793, 0.265, 0.345, -0.856, -0.990, 0.472, 0.153, -0.352, -0.530, 0.330, 0.373, 0.303, 0.305, 0.149, 0.067, -0.838, -0.715, 0.374, 0.133, 0.156, -0.621, 0.323, 0.258, 0.276, 0.333, -0.505, -0.070, 0.644, -0.637, 0.224, -0.540, 0.336, -0.526, 0.260, -0.634, -0.576, 0.392, 0.325, 0.352, 0.356, -0.282, -0.938, -0.620, -1.102, 0.280, 0.325, 0.273, 0.261, 0.341, 0.285, -0.182, 0.294, 0.456, -1.172, 0.220, -0.470, 0.367, 0.390, 0.126, 0.360, 0.037, 0.264],
  "energy_ha": -4723.52863,
  "total_charge": -1,
  "spin_multiplicity": 1,
  "orbital_gap_ev": 6.469
}

---

{
  "formula": "C42H79Cl22F5I2N3O2",
  "method": "ωB97M-V/def2-TZVPD",
  "elements": ["C", "C", "C", "O", "C", "N", "C", "N", "N", "O", "C", "C", "C", "C", "C", "C", "C", "C", "C", "C", "C", "F", "F", "C", "F", "F", "F", "C", "I", "C", "C", "I", "H", "H", "H", "H", "H", "H", "H", "H", "H", "H", "H", "H", "H", "H", "H", "H", "H", "H", "H", "H", "H", "H", "H", "H", "H", "H", "H", "H", "H", "H", "H", "H", "H", "H", "H", "Cl", "C", "C", "Cl", "H", "H", "H", "H", "Cl", "C", "C", "Cl", "H", "H", "H", "H", "Cl", "C", "C", "Cl", "H", "H", "H", "H", "Cl", "C", "C", "Cl", "H", "H", "H", "H", "Cl", "C", "C", "Cl", "H", "H", "H", "H", "Cl", "C", "C", "Cl", "H", "H", "H", "H", "Cl", "C", "C", "Cl", "H", "H", "H", "H", "Cl", "C", "C", "Cl", "H", "H", "H", "H", "Cl", "C", "C", "Cl", "H", "H", "H", "H", "Cl", "C", "C", "Cl", "H", "H", "H", "H", "Cl", "C", "C", "Cl", "H", "H", "H", "H"],
  "xyz": [[-2.26, 3.01, 7.14], [-2.31, 1.61, 6.36], [-0.97, 1.44, 5.51], [-1.08, 1.78, 4.12], [-1.45, 0.65, 3.31], [-0.11, -0.08, 3.19], [0.25, 0.06, 1.80], [1.41, 0.23, 1.21], [-1.08, -0.08, 1.11], [-1.32, -1.42, 1.41], [-0.78, -2.29, 0.38], [-0.25, -3.67, 1.03], [1.09, -3.49, 1.88], [-1.41, -4.45, 1.81], [-1.71, -3.90, 3.28], [-2.74, -4.58, 0.92], [-2.01, 0.88, 1.83], [-3.44, 0.32, 1.40], [-4.25, -0.44, 2.54], [-5.83, -0.23, 2.25], [-6.46, -1.40, 1.40], [-5.72, -1.56, 0.19], [-7.77, -1.02, 0.97], [-6.62, -2.77, 2.21], [-7.87, -3.32, 1.99], [-6.46, -2.62, 3.60], [-5.57, -3.61, 1.81], [-1.52, 2.30, 1.27], [-0.93, 2.22, -0.86], [-2.58, 3.49, 1.39], [-3.52, 3.70, 0.10], [-3.86, 3.43, 3.15], [-3.27, 3.36, 7.52], [-1.76, 3.81, 6.51], [-1.59, 2.85, 8.05], [-3.27, 1.45, 5.77], [-2.31, 0.80, 7.18], [-0.21, 2.18, 5.96], [-0.56, 0.40, 5.72], [-2.00, -0.03, 4.04], [-0.07, -1.01, 3.61], [1.56, -0.17, 0.27], [2.24, 0.67, 1.64], [-1.58, -2.52, -0.40], [0.10, -1.86, -0.20], [0.02, -4.33, 0.13], [0.98, -3.85, 2.97], [1.47, -2.42, 1.94], [1.96, -4.11, 1.46], [-1.04, -5.53, 1.94], [-0.95, -3.14, 3.66], [-1.76, -4.73, 4.07], [-2.71, -3.34, 3.23], [-3.51, -5.22, 1.43], [-3.16, -3.51, 0.79], [-2.45, -4.92, -0.13], [-4.07, 1.22, 1.11], [-3.41, -0.32, 0.45], [-4.10, -1.57, 2.55], [-4.09, 0.01, 3.58], [-6.33, -0.17, 3.28], [-6.05, 0.77, 1.75], [-0.57, 2.66, 1.80], [-1.97, 4.45, 1.47], [-3.88, 2.75, -0.38], [-4.46, 4.24, 0.47], [-3.03, 4.43, -0.62], [-0.60, -2.87, -2.74], [-1.98, -2.59, -3.84], [-2.50, -3.87, -4.45], [-1.34, -4.58, -5.60], [-1.66, -1.88, -4.60], [-2.76, -2.12, -3.24], [-3.41, -3.67, -5.00], [-2.72, -4.62, -3.68], [3.29, -0.36, 4.06], [4.83, 0.53, 4.19], [4.74, 1.92, 3.60], [4.57, 1.87, 1.82], [5.61, -0.06, 3.71], [5.06, 0.59, 5.26], [5.65, 2.48, 3.81], [3.90, 2.47, 4.00], [4.30, 3.69, -3.64], [2.70, 4.43, -3.40], [2.57, 5.06, -2.03], [2.54, 3.85, -0.72], [1.94, 3.66, -3.56], [2.58, 5.19, -4.17], [1.63, 5.62, -1.96], [3.38, 5.76, -1.82], [-1.60, -2.33, -8.54], [-1.59, -3.91, -9.38], [-0.86, -3.85, -10.70], [-1.74, -2.87, -11.91], [-2.63, -4.23, -9.50], [-1.09, -4.61, -8.71], [-0.77, -4.85, -11.11], [0.14, -3.43, -10.59], [-0.63, 4.57, -4.00], [-1.91, 3.39, -4.42], [-3.07, 4.04, -5.14], [-4.00, 5.12, -4.07], [-2.23, 2.90, -3.50], [-1.44, 2.65, -5.07], [-3.76, 3.27, -5.49], [-2.74, 4.62, -6.00], [6.30, -0.92, -1.67], [6.41, 0.78, -1.14], [7.84, 1.29, -1.13], [8.82, 0.51, 0.13], [5.95, 0.85, -0.16], [5.81, 1.37, -1.84], [7.85, 2.36, -0.93], [8.33, 1.12, -2.09], [2.43, 7.36, 0.03], [3.64, 7.68, 1.30], [4.30, 6.41, 1.80], [3.18, 5.37, 2.71], [3.14, 8.22, 2.11], [4.39, 8.35, 0.87], [5.12, 6.66, 2.47], [4.71, 5.82, 0.97], [-1.06, -7.64, 1.67], [-2.48, -8.58, 1.13], [-2.42, -8.90, -0.35], [-2.62, -7.45, -1.37], [-3.38, -8.02, 1.38], [-2.48, -9.51, 1.70], [-3.23, -9.58, -0.62], [-1.47, -9.37, -0.63], [-1.51, -9.72, -3.59], [-0.84, -8.31, -4.46], [-0.99, -8.45, -5.97], [0.05, -9.74, -6.63], [0.21, -8.20, -4.17], [-1.39, -7.43, -4.12], [-0.69, -7.52, -6.45], [-2.02, -8.67, -6.25], [8.47, 7.14, -3.79], [7.83, 6.21, -5.17], [6.69, 6.92, -5.86], [5.23, 7.00, -4.84], [7.53, 5.23, -4.80], [8.66, 6.07, -5.86], [6.42, 6.39, -6.77], [6.96, 7.94, -6.13], [1.85, 3.04, 8.84], [2.71, 4.35, 7.99], [2.97, 4.02, 6.54], [4.17, 2.71, 6.36], [3.64, 4.55, 8.53], [2.08, 5.24, 8.06], [3.38, 4.89, 6.02], [2.06, 3.71, 6.03]],
  "mulliken_charge": [-1.061, -0.251, 0.128, -0.076, -1.567, 0.389, -1.706, 0.875, -0.972, 0.985, -0.934, 0.493, -0.938, 1.357, -0.659, -0.349, 1.811, -0.819, 1.685, -1.233, 0.702, -0.227, -0.341, 0.639, -0.236, -0.263, -0.173, -0.987, 0.186, -0.317, -1.114, 0.115, 0.338, 0.257, 0.282, 0.087, 0.330, -0.048, 0.225, 0.814, 0.366, 0.316, -0.132, 0.121, 0.177, 0.567, 0.304, -0.014, 0.307, -0.761, 0.046, 0.329, -0.046, 0.336, -0.142, -0.181, 0.199, -0.060, -1.013, -0.164, 0.349, 0.440, 0.567, 0.590, 0.251, 0.382, 0.363, -0.136, -0.484, -0.268, -0.156, 0.392, 0.224, 0.330, 0.156, -0.083, -0.555, -0.859, -0.044, 0.403, 0.366, 0.499, 0.269, -0.153, -0.706, -0.765, 0.049, 0.327, 0.429, 0.382, 0.418, -0.172, -0.234, -0.451, -0.181, 0.322, 0.077, 0.308, 0.328, -0.133, -0.256, -0.519, -0.178, 0.021, 0.317, 0.330, 0.343, -0.199, 0.447, -0.452, -0.190, -0.235, 0.031, 0.292, 0.358, -0.125, -0.561, -0.491, -0.113, 0.351, 0.347, 0.369, 0.242, -0.215, -0.411, -0.618, -0.072, 0.270, 0.413, 0.351, 0.320, -0.208, 0.003, -0.240, -0.194, 0.348, -0.122, 0.045, 0.360, -0.186, -0.370, -0.499, -0.136, 0.256, 0.303, 0.280, 0.354, -0.183, -0.567, -0.018, -0.198, 0.368, 0.351, 0.303, -0.038],
  "energy_ha": -13181.01481,
  "total_charge": 1,
  "spin_multiplicity": 1,
  "orbital_gap_ev": 7.874
}

---

{
  "formula": "C22H24N2O4S",
  "method": "ωB97M-V/def2-TZVPD",
  "elements": ["C", "N", "C", "O", "C", "O", "C", "O", "C", "C", "C", "C", "C", "C", "S", "C", "C", "O", "N", "C", "C", "C", "C", "C", "C", "C", "C", "C", "C", "H", "H", "H", "H", "H", "H", "H", "H", "H", "H", "H", "H", "H", "H", "H", "H", "H", "H", "H", "H", "H", "H", "H", "H"],
  "xyz": [[3.03, 1.14, 1.76], [2.67, -0.08, 1.07], [1.53, -0.73, 1.43], [0.75, -0.29, 2.25], [1.33, -2.11, 0.80], [-0.05, -2.41, 0.73], [-0.78, -1.55, -0.01], [-0.25, -0.65, -0.63], [-2.22, -1.85, 0.06], [-2.70, -2.61, 1.13], [-4.05, -2.89, 1.25], [-4.94, -2.43, 0.29], [-4.48, -1.69, -0.78], [-3.13, -1.38, -0.89], [-2.64, -0.37, -2.28], [-3.54, 1.14, -1.79], [-3.24, 1.44, -0.33], [-4.06, 1.18, 0.54], [-2.04, 1.95, -0.07], [-1.02, 2.33, -1.03], [0.20, 2.64, -0.16], [-0.42, 3.14, 1.14], [-1.60, 2.19, 1.30], [3.49, -0.44, -0.03], [3.00, -0.34, -1.33], [3.82, -0.65, -2.40], [5.13, -1.06, -2.18], [5.62, -1.15, -0.89], [4.80, -0.85, 0.19], [3.06, 1.98, 1.06], [4.01, 1.04, 2.22], [2.28, 1.33, 2.52], [1.76, -2.86, 1.46], [1.78, -2.18, -0.19], [-2.00, -2.95, 1.87], [-4.40, -3.46, 2.10], [-5.99, -2.65, 0.38], [-5.17, -1.34, -1.53], [-4.61, 0.98, -1.91], [-3.20, 1.93, -2.46], [-1.34, 3.22, -1.59], [-0.82, 1.52, -1.73], [0.74, 1.71, 0.02], [0.87, 3.36, -0.63], [-0.77, 4.16, 1.03], [0.26, 3.08, 1.99], [-1.28, 1.24, 1.75], [-2.43, 2.59, 1.89], [1.98, -0.03, -1.49], [3.44, -0.58, -3.40], [5.77, -1.30, -3.02], [6.64, -1.47, -0.72], [5.18, -0.93, 1.20]],
  "nbo_charge": [-0.414, -0.484, 0.683, -0.629, -0.171, -0.491, 0.790, -0.614, -0.118, -0.163, -0.213, -0.169, -0.203, -0.143, 0.246, -0.603, 0.668, -0.638, -0.430, -0.224, -0.401, -0.409, -0.220, 0.221, -0.260, -0.190, -0.214, -0.202, -0.249, 0.201, 0.197, 0.246, 0.222, 0.215, 0.233, 0.217, 0.217, 0.222, 0.237, 0.237, 0.180, 0.231, 0.210, 0.211, 0.198, 0.218, 0.216, 0.221, 0.247, 0.218, 0.217, 0.217, 0.219],
  "energy_ha": -1661.44412,
  "total_charge": 0,
  "smiles": "CN(C(=O)COC(=O)c1ccccc1SCC(=O)N1CCCC1)c1ccccc1",
  "spin_multiplicity": 1,
  "orbital_gap_ev": 8.811
}